Entry 1:
Formula: C2H3NO2
Source: the Open Molecules 2025 dataset
Level of theory: ωB97M-V/def2-TZVPD

Results
Frontier orbital gap (alpha / beta), eV: 8.36 / 7.83
Energy above the lowest of the compared OMol25 structures with the same formula, charge and spin, kJ/mol: 610.47
Spin multiplicity: 1
Electronic energy, Eh: -283.02549
Lowest unoccupied orbital energy (alpha / beta), eV: -1.8440 / -2.0553
F_max, eV Å⁻¹: 12.05
SMILES: C=[N+]([O-])C=O

Last column: natural (NBO) charge in e.
Atoms and positions in Å:
1 C 1.088 0.344 -0.013  -0.07
2 N -0.231 0.522 -0.005  -0.02
3 O -0.900 1.596 0.123  -0.48
4 C -0.945 -0.591 0.057  0.44
5 O -0.247 -1.932 -0.247  -0.51
6 H 1.627 1.213 0.184  0.19
7 H 1.588 -0.584 -0.062  0.24
8 H -1.980 -0.568 -0.038  0.20

---

Entry 2:
Formula: C39H94N10O7
Source: the Open Molecules 2025 dataset
Level of theory: ωB97M-V/def2-TZVPD

Results
Frontier orbital gap, eV: 8.18
Energy above the lowest of the compared OMol25 structures with the same formula, charge and spin, kJ/mol: 479.01
Spin multiplicity: 1
Electronic energy, Eh: -2616.46081
Lowest unoccupied orbital energy, eV: 0.2377
F_max, eV Å⁻¹: 3.69
SMILES: CCN(CC)CC.CCN(CC)CC.CCN(CC)CC.CN(C)C=O.CN(C)C=O.CN(C)C=O.CN(C)C=O.CN(C)C=O.CN(C)C=O.CN(C)C=O

Last column: Löwdin charge in e.
Atoms and positions in Å:
1 C 21.753 16.508 11.225  -0.06
2 C 21.052 17.609 10.430  -0.27
3 N 19.685 17.383 10.059  -0.21
4 C 18.694 17.393 11.120  -0.21
5 C 18.610 18.855 11.742  -0.06
6 C 19.509 16.311 9.125  -0.27
7 C 19.542 16.907 7.716  -0.08
8 H 21.727 15.569 10.608  0.07
9 H 21.150 16.363 12.122  0.05
10 H 22.781 16.785 11.537  0.08
11 H 21.070 18.607 10.886  0.10
12 H 21.639 17.849 9.540  0.11
13 H 17.755 17.037 10.688  0.10
14 H 18.997 16.722 11.896  0.06
15 H 18.575 19.548 10.875  0.08
16 H 17.775 19.097 12.440  0.07
17 H 19.534 19.052 12.270  0.04
18 H 18.587 15.695 9.303  0.11
19 H 20.295 15.582 9.225  0.09
20 H 19.435 16.216 6.904  0.05
21 H 20.573 17.338 7.559  0.08
22 H 18.890 17.777 7.656  0.07
23 C 14.185 11.366 12.039  -0.08
24 C 14.031 10.344 10.896  -0.28
25 N 14.907 9.263 10.829  -0.20
26 C 16.150 9.620 10.224  -0.27
27 C 17.190 8.486 10.142  -0.09
28 C 15.131 8.525 12.068  -0.26
29 C 13.963 8.289 13.010  -0.08
30 H 14.992 12.063 11.830  0.06
31 H 14.280 10.837 13.035  0.06
32 H 13.290 11.911 12.206  0.06
33 H 12.956 10.024 10.811  0.12
34 H 14.133 10.871 9.906  0.12
35 H 15.898 9.956 9.204  0.12
36 H 16.625 10.476 10.727  0.11
37 H 17.539 8.126 11.118  0.05
38 H 16.698 7.585 9.707  0.09
39 H 17.966 8.868 9.493  0.06
40 H 15.970 8.992 12.673  0.11
41 H 15.448 7.544 11.834  0.09
42 H 14.258 7.654 13.844  0.08
43 H 13.201 7.709 12.496  0.08
44 H 13.429 9.181 13.297  0.05
45 C 14.531 15.570 11.946  -0.08
46 C 13.707 15.623 10.660  -0.24
47 N 14.013 14.470 9.775  -0.21
48 C 15.369 14.499 9.209  -0.23
49 C 15.674 15.789 8.325  -0.06
50 C 13.032 14.098 8.754  -0.28
51 C 11.666 13.800 9.340  -0.11
52 H 14.354 16.430 12.615  0.08
53 H 15.573 15.648 11.685  0.03
54 H 14.379 14.616 12.425  0.05
55 H 12.615 15.502 10.852  0.10
56 H 13.752 16.595 10.063  0.12
57 H 16.020 14.320 10.084  0.09
58 H 15.512 13.576 8.593  0.11
59 H 14.932 15.788 7.520  0.06
60 H 15.683 16.718 8.883  0.05
61 H 16.647 15.576 7.888  0.05
62 H 13.464 13.170 8.310  0.11
63 H 12.880 14.854 7.957  0.11
64 H 11.280 12.893 8.806  0.09
65 H 10.979 14.689 9.439  0.09
66 H 11.895 13.371 10.297  0.05
67 C 18.484 7.414 14.640  -0.01
68 N 19.059 8.476 15.538  -0.18
69 C 20.440 8.723 15.282  -0.08
70 C 18.411 8.981 16.604  -0.34
71 O 17.205 8.802 16.845  -0.02
72 H 17.438 7.210 14.988  0.10
73 H 19.064 6.499 14.791  0.09
74 H 18.495 7.764 13.613  0.06
75 H 20.958 9.509 15.867  0.09
76 H 21.073 7.826 15.353  0.09
77 H 20.602 9.018 14.228  0.06
78 H 19.087 9.692 17.168  0.14
79 C 19.068 11.894 19.740  -0.04
80 N 20.097 12.931 19.967  -0.17
81 C 19.759 14.280 19.418  -0.04
82 C 21.101 12.703 20.862  -0.36
83 O 21.382 11.639 21.360  0.02
84 H 18.115 12.008 20.321  0.10
85 H 19.477 10.924 20.046  0.09
86 H 18.821 12.011 18.690  0.04
87 H 20.691 14.856 19.521  0.08
88 H 19.472 14.208 18.374  0.06
89 H 18.967 14.715 19.969  0.07
90 H 21.686 13.612 21.004  0.12
91 C 15.990 14.351 17.765  -0.08
92 N 15.548 13.490 16.731  -0.20
93 C 15.373 12.151 17.141  -0.03
94 C 15.434 13.953 15.456  -0.34
95 O 15.090 13.224 14.598  0.03
96 H 16.359 15.321 17.494  0.06
97 H 16.724 13.717 18.284  0.08
98 H 15.301 14.594 18.612  0.10
99 H 16.356 11.771 17.438  0.09
100 H 14.592 12.191 17.903  0.11
101 H 15.027 11.658 16.288  0.07
102 H 15.715 15.039 15.314  0.12
103 C 22.098 9.308 11.588  -0.02
104 N 21.566 10.685 11.705  -0.18
105 C 20.177 10.750 11.663  -0.08
106 C 22.298 11.753 12.001  -0.35
107 O 21.840 12.885 12.111  0.00
108 H 23.121 9.298 11.867  0.07
109 H 22.183 8.926 10.592  0.08
110 H 21.518 8.644 12.253  0.09
111 H 19.842 10.007 10.920  0.09
112 H 19.709 10.376 12.597  0.08
113 H 19.812 11.753 11.386  0.09
114 H 23.372 11.551 11.966  0.13
115 C 22.850 14.818 15.651  -0.04
116 N 22.863 13.392 15.462  -0.17
117 C 21.689 12.558 15.817  -0.02
118 C 23.865 12.687 14.932  -0.34
119 O 23.855 11.462 14.737  -0.04
120 H 23.769 15.242 15.359  0.07
121 H 22.609 15.060 16.708  0.09
122 H 21.930 15.203 15.182  0.09
123 H 22.038 11.597 16.074  0.05
124 H 21.104 13.038 16.629  0.08
125 H 20.951 12.458 14.956  0.10
126 H 24.830 13.203 14.767  0.14
127 C 16.758 17.846 15.854  -0.07
128 N 18.041 17.492 15.358  -0.21
129 C 19.194 18.243 15.707  -0.04
130 C 18.231 16.443 14.513  -0.35
131 O 19.305 16.056 14.116  -0.01
132 H 16.817 17.692 16.920  0.08
133 H 15.934 17.271 15.372  0.09
134 H 16.472 18.858 15.687  0.08
135 H 18.835 18.856 16.575  0.11
136 H 20.057 17.564 15.840  0.10
137 H 19.405 18.923 14.847  0.10
138 H 17.294 16.036 14.136  0.12
139 C 17.978 13.296 12.918  -0.02
140 N 17.920 12.564 14.185  -0.12
141 C 17.249 11.261 14.257  -0.03
142 C 18.371 13.022 15.363  -0.30
143 O 18.478 12.289 16.385  -0.08
144 H 17.918 12.716 12.031  0.06
145 H 18.862 13.960 12.910  0.09
146 H 17.105 13.966 12.953  0.07
147 H 17.446 10.860 15.277  0.07
148 H 16.225 11.230 14.004  0.04
149 H 17.718 10.469 13.613  0.08
150 H 18.673 14.057 15.356  0.12

---

Entry 3:
Formula: H27O14
Source: the Open Molecules 2025 dataset
Level of theory: ωB97M-V/def2-TZVPD

Results
Frontier orbital gap, eV: 9.80
Energy above the lowest of the compared OMol25 structures with the same formula, charge and spin, kJ/mol: 627.24
Total charge: -1
Spin multiplicity: 1
Electronic energy, Eh: -1069.44814
Lowest unoccupied orbital energy, eV: 2.5323
F_max, eV Å⁻¹: 8.67

Last column: natural (NBO) charge in e.
Atoms and positions in Å:
1 O -1.289 1.832 2.445  -1.00
2 H -0.474 1.765 1.820  0.50
3 O 3.105 -2.208 0.898  -0.94
4 H -0.695 -2.250 -2.968  0.49
5 H -3.083 1.618 3.710  0.45
6 O 3.383 -1.071 -2.759  -1.00
7 H -2.726 2.575 2.814  0.48
8 H 0.069 -0.467 3.171  0.49
9 O 0.920 -0.369 3.683  -0.97
10 H 0.640 0.700 -2.988  0.43
11 H 1.347 0.121 2.851  0.46
12 O 1.330 0.712 -2.290  -1.10
13 H -1.706 0.841 2.294  0.50
14 H 2.453 -2.475 1.496  0.46
15 O 0.646 4.898 1.601  -0.94
16 H 0.651 0.659 -1.225  0.51
17 H 1.269 -2.240 -3.805  0.48
18 O -0.191 -0.928 1.417  -1.11
19 H 0.444 -1.681 1.287  0.46
20 H 1.115 4.632 2.347  0.47
21 O -3.471 2.506 3.367  -0.95
22 H 2.616 -0.662 -2.347  0.51
23 H -1.389 0.063 -0.988  0.47
24 O -1.728 2.729 -2.140  -0.95
25 H -1.618 1.704 -2.398  0.48
26 H 4.151 -0.465 -2.949  0.47
27 O -1.479 -3.731 2.160  -0.92
28 H -0.886 -3.271 1.675  0.46
29 H -1.109 -3.676 3.007  0.46
30 O 0.749 -1.575 -4.127  -0.96
31 H -0.199 4.578 1.562  0.47
32 H -1.236 -3.644 -3.258  0.46
33 O -0.794 -3.095 -2.673  -0.95
34 H 0.327 1.895 0.052  0.47
35 H 0.756 -0.830 -3.596  0.47
36 O -1.390 -0.910 -1.109  -0.94
37 H -2.353 3.157 -2.663  0.47
38 H -1.057 -1.150 -0.342  0.46
39 O 0.175 1.060 -0.066  -1.11
40 H 2.745 -1.247 0.422  0.49
41 H -0.019 -0.101 0.614  0.52

---

Entry 4:
Formula: CH16MnO7
Source: the Open Molecules 2025 dataset
Level of theory: ωB97M-V/def2-TZVPD

Results
Frontier orbital gap (alpha / beta), eV: 6.33 / 8.53
<S²>: 12.00
Total charge: +1
Spin multiplicity: 7
Electronic energy, Eh: -1725.00577
Lowest unoccupied orbital energy (alpha / beta), eV: -4.4873 / -4.9974
F_max, eV Å⁻¹: 4.38

Last column: natural (NBO) charge in e.
Atoms and positions in Å:
1 O -0.903 -1.188 1.924  -0.74
2 H -1.510 -1.931 1.886  0.55
3 H -1.463 -0.455 2.191  0.54
4 H -0.492 -1.000 1.077  0.56
5 Mn -1.809 -1.377 -1.594  0.92
6 C 1.087 -0.235 -1.025  -0.24
7 O 0.045 -1.033 -0.579  -1.09
8 H 0.915 0.840 -0.961  0.14
9 H 2.030 -0.433 -0.515  0.17
10 H 1.345 -0.371 -2.075  0.17
11 O -1.419 2.227 0.246  -0.95
12 H -1.671 3.107 0.527  0.51
13 H -1.591 1.673 1.007  0.47
14 O 2.460 0.187 2.600  -0.95
15 H 3.181 0.704 2.242  0.48
16 H 2.632 -0.705 2.299  0.47
17 O 1.339 3.246 -0.147  -0.93
18 H 2.060 2.800 -0.593  0.47
19 H 0.586 2.669 -0.274  0.47
20 O -2.188 0.901 -2.023  -1.03
21 H -2.025 1.378 -1.210  0.51
22 H -1.994 1.534 -2.715  0.51
23 O -0.083 -4.500 -0.948  -0.92
24 H 0.450 -3.777 -0.619  0.47
25 H -0.981 -4.259 -0.719  0.45

---

Entry 5:
Formula: C2HNO2
Source: the Open Molecules 2025 dataset
Level of theory: ωB97M-V/def2-TZVPD

Results
Frontier orbital gap, eV: 11.55
Energy above the lowest of the compared OMol25 structures with the same formula, charge and spin, kJ/mol: 109.43
Spin multiplicity: 1
Electronic energy, Eh: -282.01344
Lowest unoccupied orbital energy, eV: -0.4586
F_max, eV Å⁻¹: 6.58
SMILES: N#CC(=O)O

Last column: natural (NBO) charge in e.
Atoms and positions in Å:
1 N -2.253 0.164 -0.081  -0.19
2 C -1.066 0.159 0.072  0.13
3 C 0.342 0.400 -0.033  0.69
4 O 0.836 1.447 -0.023  -0.45
5 O 1.239 -0.624 -0.065  -0.66
6 H 0.902 -1.546 0.130  0.50

---

Entry 6:
Formula: C6H10O
Source: the Open Molecules 2025 dataset
Level of theory: ωB97M-V/def2-TZVPD

Results
Frontier orbital gap, eV: 10.11
Energy above the lowest of the compared OMol25 structures with the same formula, charge and spin, kJ/mol: 176.47
Spin multiplicity: 1
Electronic energy, Eh: -309.77516
Lowest unoccupied orbital energy, eV: -0.0363
F_max, eV Å⁻¹: 0.63
SMILES: C=CC=O.C1CC1

Last column: natural (NBO) charge in e.
Atoms and positions in Å:
1 C 0.003 -1.993 0.465  -0.28
2 C -0.782 -1.520 1.433  -0.35
3 C -0.331 -0.389 2.282  0.40
4 O 0.660 0.277 2.059  -0.53
5 H -0.306 -2.800 -0.193  0.21
6 H 0.979 -1.546 0.285  0.22
7 H -1.772 -1.930 1.620  0.21
8 H -0.967 -0.174 3.164  0.11
9 C -0.245 0.497 -1.531  -0.43
10 C -0.051 1.872 -0.966  -0.42
11 C 1.139 0.991 -1.217  -0.43
12 H -0.689 -0.250 -0.884  0.21
13 H -0.525 0.397 -2.574  0.21
14 H -0.224 2.724 -1.616  0.21
15 H -0.329 2.017 0.075  0.22
16 H 1.785 1.230 -2.058  0.21
17 H 1.654 0.597 -0.344  0.22

---

Entry 7:
Formula: C17H22N5O5ScSe6
Source: the Open Molecules 2025 dataset
Level of theory: ωB97M-V/def2-TZVPD

Results
Frontier orbital gap, eV: 5.47
Energy above the lowest of the compared OMol25 structures with the same formula, charge and spin, kJ/mol: 26.95
Total charge: -2
Spin multiplicity: 1
Electronic energy, Eh: -16480.48754
Lowest unoccupied orbital energy, eV: 4.0754
F_max, eV Å⁻¹: 0.65

Last column: natural (NBO) charge in e.
Atoms and positions in Å:
1 Sc 0.583 0.472 0.562  1.26
2 C -0.065 -4.112 -0.058  -0.25
3 C 0.476 -2.827 0.088  0.13
4 N -0.250 -1.791 0.449  -0.47
5 C -1.557 -1.973 0.715  0.17
6 C -2.189 -3.216 0.590  -0.09
7 C -1.398 -4.303 0.182  -0.13
8 C -3.587 -3.328 0.885  -0.19
9 C -4.294 -2.256 1.302  -0.17
10 C -3.669 -0.976 1.464  -0.11
11 C -4.354 0.158 1.934  -0.12
12 C -3.674 1.331 2.094  -0.24
13 C -2.314 1.381 1.760  0.15
14 N -1.655 0.340 1.298  -0.51
15 C -2.310 -0.831 1.166  0.26
16 H 0.578 -4.925 -0.363  0.21
17 H 1.526 -2.641 -0.096  0.24
18 H -1.854 -5.281 0.069  0.20
19 H -4.062 -4.296 0.774  0.20
20 H -5.349 -2.344 1.534  0.20
21 H -5.406 0.080 2.184  0.20
22 H -4.150 2.217 2.488  0.22
23 H -1.754 2.297 1.885  0.25
24 O 3.679 1.975 -2.578  -0.79
25 C 2.415 2.492 -2.132  -0.06
26 C 1.264 2.163 -3.093  -0.16
27 C 1.532 2.909 -4.414  -0.04
28 O 2.691 2.473 -5.114  -0.76
29 C 1.172 0.671 -3.414  -0.54
30 Se 0.418 -0.515 -2.040  -0.40
31 C -0.095 2.679 -2.566  -0.54
32 Se -0.361 2.786 -0.616  -0.40
33 H 3.943 1.267 -1.973  0.51
34 H 2.507 3.580 -2.055  0.17
35 H 2.204 2.128 -1.134  0.21
36 H 1.609 3.983 -4.192  0.14
37 H 0.680 2.769 -5.087  0.16
38 H 3.332 2.208 -4.434  0.50
39 H 2.152 0.282 -3.683  0.21
40 H 0.528 0.558 -4.289  0.20
41 H -0.880 2.051 -2.990  0.21
42 H -0.256 3.702 -2.918  0.20
43 Se -1.677 -0.236 5.180  -0.74
44 Se 0.076 1.246 5.627  -0.15
45 Se 0.138 2.915 3.969  -0.12
46 Se 1.669 2.323 2.294  -0.51
47 N 1.410 -1.977 2.857  -0.68
48 N 0.809 -0.675 2.713  -0.75
49 H 1.637 -2.114 3.837  0.34
50 H 2.283 -1.946 2.337  0.37
51 H 1.331 0.011 3.254  0.40
52 H -0.111 -0.723 3.169  0.41
53 O 3.689 -1.619 0.771  -0.49
54 N 3.678 -0.551 0.153  0.75
55 O 4.630 -0.160 -0.518  -0.47
56 O 2.632 0.168 0.175  -0.59

---

Entry 8:
Formula: C2H3O3S
Source: the Open Molecules 2025 dataset
Level of theory: ωB97M-V/def2-TZVPD

Results
Frontier orbital gap, eV: 4.98
Energy above the lowest of the compared OMol25 structures with the same formula, charge and spin, kJ/mol: 364.91
Total charge: -1
Spin multiplicity: 1
Electronic energy, Eh: -701.85584
Lowest unoccupied orbital energy, eV: 3.0634
F_max, eV Å⁻¹: 3.10

Last column: natural (NBO) charge in e.
Atoms and positions in Å:
1 C -2.772 0.214 0.004  0.76
2 C -1.394 0.038 -0.275  -0.21
3 O -3.834 0.623 -0.322  -0.55
4 O -2.000 0.096 1.086  -0.46
5 O 3.675 0.225 0.230  -0.92
6 S 3.421 -1.321 -0.444  -0.52
7 H -0.790 -0.894 -0.363  0.25
8 H -0.838 1.006 -0.554  0.21
9 H 4.532 0.012 0.637  0.45